{
  "formula": "C4H6O2",
  "method": "the ωB97M-V functional and the def2-TZVPD basis",
  "e_above_lowest_ev": 1.957,
  "smiles": "O=CC[C@H]1CO1",
  "orbital_gap_ev": 10.935,
  "total_charge": 0,
  "species": ["O", "C", "C", "C", "C", "O", "H", "H", "H", "H", "H", "H"],
  "xyz": [[1.93, 0.19, 1.44], [1.85, 0.16, 0.24], [0.65, -0.35, -0.52], [-0.60, -0.39, 0.31], [-1.70, 0.55, 0.08], [-1.77, -0.80, -0.38], [2.71, 0.49, -0.39], [0.90, -1.37, -0.86], [0.51, 0.24, -1.43], [-0.49, -0.82, 1.31], [-2.38, 0.80, 0.89], [-1.60, 1.30, -0.70]],
  "mulliken_charge": [-0.473, 0.049, -0.567, 0.107, -0.433, -0.429, 0.331, 0.242, 0.335, 0.367, 0.249, 0.222]
}

{
  "formula": "C4H6O2",
  "method": "the ωB97M-V functional and the def2-TZVPD basis",
  "e_above_lowest_ev": 2.202,
  "orbital_gap_ev": 11.522,
  "total_charge": 0,
  "species": ["C", "C", "C", "O", "C", "O", "H", "H", "H", "H", "H", "H"],
  "xyz": [[1.32, -0.26, 0.12], [-0.07, 0.02, 0.65], [-0.72, 1.31, 0.39], [-1.30, 0.13, -0.12], [-0.72, -1.56, -1.68], [-1.77, -1.97, -1.81], [2.01, 0.14, 0.88], [1.55, -1.32, 0.01], [1.55, 0.24, -0.83], [-0.29, -0.49, 1.58], [-0.30, 1.94, -0.38], [-1.25, 1.81, 1.19]],
  "mulliken_charge": [-1.291, 0.321, -0.463, -0.367, 0.140, -0.186, 0.361, 0.329, 0.352, 0.322, 0.225, 0.256]
}

{
  "formula": "C4H6O2",
  "method": "the ωB97M-V functional and the def2-TZVPD basis",
  "e_above_lowest_ev": 3.466,
  "orbital_gap_ev": 9.062,
  "total_charge": 0,
  "species": ["O", "C", "C", "C", "O", "C", "H", "H", "H", "H", "H", "H"],
  "xyz": [[0.97, 2.16, 0.16], [0.57, 0.98, 0.18], [-0.89, 0.50, 0.01], [-0.78, -1.01, -0.14], [0.59, -1.24, -0.59], [1.31, -0.20, -0.24], [-1.20, 0.99, -0.91], [-1.56, 0.79, 0.82], [-0.85, -1.54, 0.81], [-1.44, -1.47, -0.88], [2.36, -0.25, -0.50], [0.92, 0.29, 1.29]],
  "mulliken_charge": [-0.713, 0.592, -0.388, -0.373, -0.337, -0.411, 0.244, 0.296, 0.287, 0.288, 0.418, 0.097]
}

{
  "formula": "C4H6O2",
  "method": "the ωB97M-V functional and the def2-TZVPD basis",
  "e_above_lowest_ev": 4.429,
  "orbital_gap_ev": [8.185, 8.178],
  "total_charge": 0,
  "species": ["O", "C", "C", "C", "O", "C", "H", "H", "H", "H", "H", "H"],
  "xyz": [[-0.54, 0.95, -1.67], [0.11, 1.49, -0.64], [0.19, -0.36, 0.88], [-0.57, -1.41, 0.24], [0.55, -1.47, -0.56], [0.72, 0.83, 0.37], [-0.17, 0.03, -1.77], [-0.01, 2.56, -0.52], [0.34, -0.41, 1.97], [-0.59, -2.24, 0.96], [-1.56, -1.27, -0.21], [1.52, 1.29, 0.93]],
  "mulliken_charge": [-0.494, 0.025, 0.046, -0.313, -0.604, -0.609, 0.421, 0.368, 0.310, 0.265, 0.230, 0.355]
}

{
  "formula": "C4H6O2",
  "method": "the ωB97M-V functional and the def2-TZVPD basis",
  "e_above_lowest_ev": 4.482,
  "smiles": "C[C@H]1O[C@H]1C=O",
  "orbital_gap_ev": 10.593,
  "total_charge": 0,
  "species": ["C", "C", "O", "C", "C", "O", "H", "H", "H", "H", "H", "H"],
  "xyz": [[-1.43, 0.70, 0.18], [-0.49, -0.64, 0.49], [-0.32, -0.57, -1.00], [0.81, -0.73, -0.22], [1.83, 0.34, -0.10], [3.00, 0.09, -0.03], [-2.31, 0.47, 0.74], [-0.89, 1.57, 0.51], [-1.78, 0.94, -0.87], [-0.82, -1.66, 0.82], [1.19, -1.71, -0.48], [1.44, 1.38, -0.05]],
  "mulliken_charge": [-0.820, -0.184, -0.372, 0.272, -0.170, -0.458, 0.294, 0.283, 0.258, 0.267, 0.360, 0.271]
}

{
  "formula": "C4H6O2",
  "method": "the ωB97M-V functional and the def2-TZVPD basis",
  "e_above_lowest_ev": 0.957,
  "smiles": "O=CCCC=O",
  "orbital_gap_ev": 10.947,
  "total_charge": 0,
  "species": ["O", "C", "C", "C", "C", "O", "H", "H", "H", "H", "H", "H"],
  "xyz": [[-1.40, -0.17, -1.49], [-1.51, -0.65, -0.39], [-0.53, -0.33, 0.71], [0.48, 0.73, 0.29], [1.56, 0.21, -0.62], [1.75, -0.96, -0.85], [-2.40, -1.29, -0.16], [-0.02, -1.25, 1.03], [-1.13, 0.03, 1.56], [-0.01, 1.58, -0.20], [0.99, 1.13, 1.18], [2.22, 0.99, -1.07]],
  "mulliken_charge": [-0.470, 0.047, -0.550, -0.602, 0.068, -0.480, 0.358, 0.281, 0.338, 0.314, 0.350, 0.347]
}

{
  "formula": "C4H6O2",
  "method": "the ωB97M-V functional and the def2-TZVPD basis",
  "e_above_lowest_ev": 2.922,
  "smiles": "C1CO1.C=C=O",
  "orbital_gap_ev": 10.347,
  "total_charge": 0,
  "species": ["O", "C", "C", "C", "O", "C", "H", "H", "H", "H", "H", "H"],
  "xyz": [[0.17, 1.35, 1.85], [-0.44, 1.47, 0.86], [-1.13, 1.63, -0.24], [0.00, -1.43, 0.12], [1.18, -2.13, -0.23], [1.16, -0.73, -0.43], [-1.04, 0.91, -1.05], [-1.79, 2.48, -0.33], [-0.20, -1.36, 1.19], [-0.87, -1.63, -0.51], [1.14, -0.41, -1.48], [1.81, -0.15, 0.22]],
  "mulliken_charge": [-0.366, 0.793, -0.893, -0.405, -0.402, -0.421, 0.216, 0.276, 0.297, 0.302, 0.301, 0.301]
}

{
  "formula": "C4H6O2",
  "method": "the ωB97M-V functional and the def2-TZVPD basis",
  "e_above_lowest_ev": 3.937,
  "orbital_gap_ev": 9.404,
  "total_charge": 0,
  "species": ["C", "C", "C", "O", "C", "O", "H", "H", "H", "H", "H", "H"],
  "xyz": [[0.99, 0.38, -0.64], [-0.14, 0.72, 0.30], [-0.82, 0.29, -0.89], [-1.21, -0.94, -0.40], [-0.58, -0.59, 0.95], [0.48, -1.35, 1.31], [1.68, 1.18, -0.90], [1.21, -0.95, 0.77], [1.14, -0.55, -1.15], [-0.12, 1.72, 0.72], [-1.27, 0.69, -1.78], [-1.36, -0.60, 1.70]],
  "mulliken_charge": [-1.262, -0.124, -0.014, -0.413, 0.045, -0.533, 0.297, 0.409, 0.425, 0.373, 0.414, 0.383]
}

{
  "formula": "C4H6O2",
  "method": "the ωB97M-V functional and the def2-TZVPD basis",
  "e_above_lowest_ev": 5.621,
  "orbital_gap_ev": [8.066, 8.067],
  "total_charge": 0,
  "species": ["O", "C", "C", "C", "C", "O", "H", "H", "H", "H", "H", "H"],
  "xyz": [[0.08, 1.19, -1.26], [0.15, 0.01, -0.53], [-0.89, -1.17, -0.58], [-0.73, -0.36, 0.62], [1.39, -0.56, -0.38], [2.39, -1.09, -0.14], [-0.37, 1.81, -0.66], [-0.52, -2.20, -0.70], [-1.67, -0.91, -1.30], [-0.27, -0.79, 1.51], [-0.11, 1.86, 1.67], [0.37, 2.40, 1.86]],
  "mulliken_charge": [-0.563, 0.473, -0.507, -0.616, 0.358, -0.288, 0.458, 0.268, 0.215, 0.208, -0.242, 0.234]
}

{
  "formula": "C4H6O2",
  "method": "the ωB97M-V functional and the def2-TZVPD basis",
  "e_above_lowest_ev": 5.163,
  "orbital_gap_ev": 9.516,
  "total_charge": 0,
  "species": ["C", "O", "C", "C", "O", "C", "H", "H", "H", "H", "H", "H"],
  "xyz": [[-0.77, -1.19, 1.38], [0.01, 0.39, 1.99], [0.28, -0.38, 1.03], [1.18, -0.08, -0.15], [0.43, -0.06, -1.34], [-0.79, 0.67, -1.23], [-1.49, 0.16, -0.54], [-0.61, -1.93, 2.17], [1.93, -0.87, -0.26], [1.69, 0.88, 0.06], [-0.62, 1.71, -0.88], [-1.22, 0.69, -2.23]],
  "mulliken_charge": [-0.448, -0.489, 0.636, -0.438, -0.353, -0.646, 0.289, 0.270, 0.322, 0.299, 0.312, 0.247]
}

{
  "formula": "C4H6O2",
  "method": "the ωB97M-V functional and the def2-TZVPD basis",
  "e_above_lowest_ev": 0.916,
  "smiles": "C=CCC(=O)O",
  "orbital_gap_ev": 10.536,
  "total_charge": 0,
  "species": ["C", "C", "C", "C", "O", "O", "H", "H", "H", "H", "H", "H"],
  "xyz": [[-0.45, 1.11, 0.69], [0.63, -0.92, 0.03], [0.40, 0.60, -0.42], [0.19, -1.96, -0.66], [-0.80, 0.37, 1.60], [-1.01, 2.30, 0.47], [-1.62, 2.52, 1.19], [1.32, -1.03, 0.85], [1.37, 1.10, -0.39], [-0.11, 0.71, -1.38], [-0.48, -1.86, -1.50], [0.57, -2.95, -0.47]],
  "mulliken_charge": [0.589, -0.019, -0.595, -0.727, -0.534, -0.444, 0.346, 0.300, 0.259, 0.326, 0.240, 0.259]
}

{
  "formula": "C4H6O2",
  "method": "the ωB97M-V functional and the def2-TZVPD basis",
  "e_above_lowest_ev": 1.195,
  "smiles": "CC(=O)CC=O",
  "orbital_gap_ev": 10.302,
  "total_charge": 0,
  "species": ["C", "C", "C", "C", "H", "H", "H", "H", "H", "H", "O", "O"],
  "xyz": [[0.20, -1.37, -0.71], [-0.68, -0.18, -0.57], [-0.52, 0.53, 0.79], [0.70, 1.41, 0.57], [0.52, -1.62, -1.79], [1.15, -1.17, -0.16], [-0.38, -2.32, -0.31], [-1.39, 1.22, 1.01], [-0.46, -0.20, 1.60], [0.43, 2.44, 0.27], [-1.42, 0.24, -1.42], [1.86, 1.03, 0.70]],
  "mulliken_charge": [-0.955, 0.632, -0.476, 0.060, 0.296, 0.320, 0.241, 0.267, 0.304, 0.325, -0.534, -0.481]
}

{
  "formula": "C4H6O2",
  "method": "the ωB97M-V functional and the def2-TZVPD basis",
  "e_above_lowest_ev": 1.141,
  "smiles": "CC(C=O)C=O",
  "orbital_gap_ev": 10.454,
  "total_charge": 0,
  "species": ["C", "C", "C", "O", "C", "O", "H", "H", "H", "H", "H", "H"],
  "xyz": [[0.57, 0.39, 1.13], [-0.26, 0.37, -0.16], [0.68, 0.03, -1.31], [0.88, 0.72, -2.27], [-1.31, -0.73, -0.08], [-1.29, -1.60, 0.75], [0.88, 1.41, 1.40], [0.00, -0.07, 1.94], [1.48, -0.21, 1.02], [-0.74, 1.33, -0.39], [1.19, -0.94, -1.16], [-2.09, -0.70, -0.86]],
  "mulliken_charge": [-1.222, 0.516, -0.185, -0.460, -0.161, -0.460, 0.331, 0.329, 0.312, 0.290, 0.331, 0.378]
}

{
  "formula": "C4H6O2",
  "method": "the ωB97M-V functional and the def2-TZVPD basis",
  "e_above_lowest_ev": 3.117,
  "orbital_gap_ev": 9.482,
  "total_charge": 0,
  "species": ["C", "C", "C", "O", "C", "O", "H", "H", "H", "H", "H", "H"],
  "xyz": [[-1.80, -0.13, 0.33], [0.05, -0.35, 0.77], [0.56, 0.16, -0.51], [-0.19, 0.40, -1.43], [2.02, 0.48, -0.76], [2.81, 0.72, 0.12], [-2.00, 0.94, 0.29], [-2.23, -0.57, -0.63], [-2.22, -0.64, 1.17], [-0.03, -1.43, 0.82], [0.74, -0.07, 1.64], [2.30, 0.50, -1.82]],
  "mulliken_charge": [-0.883, -0.599, 0.651, -0.510, -0.087, -0.449, 0.308, 0.277, 0.364, 0.273, 0.296, 0.358]
}

{
  "formula": "C4H6O2",
  "method": "the ωB97M-V functional and the def2-TZVPD basis",
  "e_above_lowest_ev": 2.568,
  "smiles": "C/C(C=O)=C\\O",
  "orbital_gap_ev": 9.017,
  "total_charge": 0,
  "species": ["C", "C", "C", "C", "O", "O", "H", "H", "H", "H", "H", "H"],
  "xyz": [[-0.29, -0.26, -1.20], [0.17, 1.75, 0.13], [0.06, 0.36, 0.14], [0.19, -0.68, 1.27], [0.50, 2.44, 1.10], [-0.57, -1.55, -1.14], [-0.22, 0.31, -2.07], [0.05, 2.19, -0.94], [0.76, -1.42, 0.84], [0.59, -0.19, 2.26], [-0.72, -1.11, 1.62], [-0.52, -1.84, -2.00]],
  "mulliken_charge": [-0.322, -0.095, 0.744, -1.124, -0.555, -0.398, 0.337, 0.144, 0.353, 0.265, 0.314, 0.338]
}

{
  "formula": "C4H6O2",
  "method": "the ωB97M-V functional and the def2-TZVPD basis",
  "e_above_lowest_ev": 4.853,
  "orbital_gap_ev": 10.173,
  "total_charge": 0,
  "species": ["C", "C", "C", "C", "O", "O", "H", "H", "H", "H", "H", "H"],
  "xyz": [[-3.46, 0.02, -1.29], [-0.20, 0.23, 1.13], [-2.19, 0.00, -2.04], [1.25, -0.14, 0.94], [-3.08, 0.87, -2.34], [-0.67, 0.67, 2.15], [-4.39, -0.62, -1.59], [-3.52, 0.55, -0.37], [-0.90, 0.01, 0.27], [1.76, -0.08, 1.90], [1.60, 0.65, 0.37], [1.27, -1.02, 0.27]],
  "mulliken_charge": [-0.123, 0.573, -0.206, -0.955, -0.139, -0.482, 0.198, 0.248, -0.025, 0.296, 0.286, 0.327]
}

{
  "formula": "C4H6O2",
  "method": "the ωB97M-V functional and the def2-TZVPD basis",
  "e_above_lowest_ev": 1.241,
  "smiles": "C=C(O)CC=O",
  "orbital_gap_ev": 9.674,
  "total_charge": 0,
  "species": ["O", "C", "C", "C", "O", "C", "H", "H", "H", "H", "H", "H"],
  "xyz": [[1.18, -1.47, 1.02], [0.44, -1.60, 0.07], [-0.70, -0.64, -0.21], [-0.24, 0.78, 0.03], [0.12, 1.06, 1.32], [-0.19, 1.70, -0.93], [0.56, 0.26, 1.67], [0.59, -2.43, -0.64], [-1.51, -0.89, 0.49], [-1.07, -0.78, -1.23], [-0.51, 1.48, -1.93], [0.19, 2.70, -0.71]],
  "mulliken_charge": [-0.529, 0.235, -0.701, 0.649, -0.567, -0.948, 0.391, 0.341, 0.274, 0.329, 0.247, 0.280]
}

{
  "formula": "C4H6O2",
  "method": "the ωB97M-V functional and the def2-TZVPD basis",
  "e_above_lowest_ev": 5.966,
  "orbital_gap_ev": 10.137,
  "total_charge": 0,
  "species": ["O", "C", "C", "C", "C", "O", "H", "H", "H", "H", "H", "H"],
  "xyz": [[-3.26, 1.01, 0.12], [-0.49, -0.05, -0.07], [0.70, -0.17, -0.99], [1.77, -0.05, 0.07], [0.59, -0.66, 0.79], [0.19, -1.45, -0.41], [-2.95, 1.83, 0.51], [-2.43, 0.51, -0.01], [0.73, -0.12, -2.08], [2.68, -0.65, -0.04], [2.00, 0.98, 0.37], [0.48, -1.17, 1.75]],
  "mulliken_charge": [-0.662, -0.744, -0.011, -0.520, -0.018, -0.254, 0.295, 0.634, 0.387, 0.249, 0.259, 0.385]
}

{
  "formula": "C4H6O2",
  "method": "the ωB97M-V functional and the def2-TZVPD basis",
  "e_above_lowest_ev": 4.337,
  "orbital_gap_ev": 8.927,
  "total_charge": 0,
  "species": ["C", "C", "O", "C", "C", "O", "H", "H", "H", "H", "H", "H"],
  "xyz": [[0.82, -0.36, -1.41], [1.05, 0.27, -0.05], [2.05, 0.85, 0.27], [-0.12, 0.27, 0.91], [-2.28, -0.39, 0.69], [-1.03, -0.80, 0.59], [-0.13, -0.04, -1.84], [1.65, -0.10, -2.07], [0.76, -1.45, -1.30], [0.18, 0.29, 1.96], [-0.68, 1.18, 0.66], [-2.27, 0.29, 1.59]],
  "mulliken_charge": [-1.054, 0.447, -0.537, -0.314, -0.232, -0.112, 0.327, 0.326, 0.293, 0.325, 0.368, 0.163]
}

{
  "formula": "C4H6O2",
  "method": "the ωB97M-V functional and the def2-TZVPD basis",
  "e_above_lowest_ev": 1.728,
  "orbital_gap_ev": 10.895,
  "total_charge": 0,
  "species": ["O", "C", "O", "C", "C", "C", "H", "H", "H", "H", "H", "H"],
  "xyz": [[2.14, 2.87, 0.00], [1.20, 2.56, -0.57], [-1.31, 0.83, -0.45], [-0.64, -0.01, 0.43], [0.53, -0.82, -0.07], [-0.81, -1.47, 0.19], [-0.68, 1.51, -0.74], [-0.60, 0.33, 1.47], [0.81, -0.68, -1.11], [1.35, -1.02, 0.61], [-1.41, -1.73, -0.68], [-0.91, -2.14, 1.04]],
  "mulliken_charge": [-0.120, 0.074, -0.461, 0.058, -0.526, -0.614, 0.329, 0.289, 0.258, 0.236, 0.249, 0.227]
}